C14H15INSeTl as an isolated structure. Source: the OMol25 dataset; level of theory: the ωB97M-V functional and the def2-TZVPD basis.

```
33
Properties=species:S:1:pos:R:3:forces:R:3:nbo_charge:R:1
Tl -0.358537 1.558526 -2.540170 0.1029 -0.0255 -0.0921 0.95
C -0.519139 -2.662960 6.043478 -0.0242 -0.0037 -0.0025 -0.69
C -0.390841 -2.066891 4.697320 -0.0031 0.0288 -0.0077 0.30
C 0.273064 -0.825962 4.526350 -0.0109 -0.0861 0.0525 -0.27
C 0.450694 -0.276977 3.297540 -0.0978 -0.0713 -0.1136 0.13
C 1.091054 1.059808 3.142305 0.0040 -0.0199 -0.0126 -0.66
C -0.010617 -1.053430 2.122585 -0.0074 -0.1041 0.2090 -0.31
Se 0.663895 -0.716238 0.532955 0.0142 0.0188 -0.0468 0.42
C -0.854639 -2.254426 2.324318 0.0465 0.1447 -0.0175 0.24
C -1.529230 -2.965477 1.196928 0.0250 0.0235 0.0201 -0.69
C -0.971933 -2.731591 3.591061 0.0170 -0.0158 0.0904 -0.31
H -0.060217 -2.060367 6.821291 -0.0023 0.0036 -0.0058 0.25
H -0.064835 -3.659791 6.037761 -0.0020 0.0087 0.0004 0.28
H -1.576317 -2.824559 6.278239 0.0092 0.0025 -0.0094 0.28
H 0.634843 -0.307563 5.404726 0.0076 -0.0204 0.0034 0.25
H 1.396790 1.447828 4.110146 -0.0060 0.0031 0.0036 0.25
H 0.386907 1.762898 2.693037 0.0060 -0.0016 -0.0118 0.25
H 1.963122 1.012015 2.490707 -0.0016 -0.0021 -0.0044 0.26
H -1.480775 -2.421505 0.260560 -0.0026 0.0130 -0.0040 0.24
H -2.574987 -3.132693 1.457308 0.0010 -0.0136 0.0071 0.26
H -1.075408 -3.947720 1.050020 0.0140 0.0053 -0.0068 0.27
H -1.534864 -3.640160 3.770008 0.0138 0.0055 0.0155 0.25
I -1.726487 4.905033 -7.290273 -0.0293 0.0306 -0.0199 0.27
C -0.320998 3.558223 -6.587802 -0.0070 0.0115 -0.0130 -0.21
C 0.769329 3.169726 -7.355844 0.0246 -0.0167 0.0004 -0.14
C 1.675044 2.263513 -6.826616 0.0204 0.0130 -0.0564 -0.21
C 1.471401 1.771039 -5.553326 0.0025 -0.0701 0.1344 0.04
N 0.422916 2.141078 -4.807728 -0.2334 0.2150 -0.1010 -0.61
C -0.453301 3.018551 -5.320975 0.1094 -0.0581 -0.0402 -0.01
H 0.908847 3.568683 -8.351824 0.0021 -0.0050 0.0077 0.26
H 2.533786 1.940893 -7.398403 -0.0065 0.0003 0.0089 0.26
H 2.160600 1.062000 -5.112830 -0.0020 0.0019 0.0014 0.21
H -1.299171 3.308499 -4.702852 0.0161 -0.0160 0.0109 0.20
```
Forces are in eV/Å.

Results
Orbital gap ... 4.6 eV
Relative energy (zero: lowest compared OMol25 entry of this formula, charge and spin) ... 0.6717 eV
HOMO energy ... -13.88 eV
Charge ... +2


C14H15N9O2 in the gas phase. Source: the OMol25 dataset; level of theory: the ωB97M-V functional and the def2-TZVPD basis.

```
40
Properties=species:S:1:pos:R:3:forces:R:3:nbo_charge:R:1
C 3.710175 0.477293 1.171670 -0.1095 0.0710 0.1770 -0.62
C 2.383413 0.672881 1.894221 0.0740 -0.1325 -0.1294 -0.38
C 1.223168 -0.005493 1.150175 0.0822 -0.0363 0.3494 -0.47
C 1.030134 0.598485 -0.186996 -0.2135 0.4608 -0.2220 0.22
C 0.596844 1.857663 -0.574897 0.5267 -1.0351 0.1129 -0.06
C 0.159200 3.001614 0.254239 -0.0992 0.0018 0.1123 0.65
O 0.661139 4.099719 0.233372 0.0152 0.0151 -0.1236 -0.55
N -0.892914 2.727283 1.092909 -0.2744 0.9340 0.6437 -0.43
N -1.506394 1.541823 1.122260 -0.4623 -0.7240 -0.1041 -0.23
C -2.525125 1.365557 1.865769 0.3996 0.7944 0.0077 0.06
C -3.187953 0.082142 1.921186 -0.3819 -0.8002 -0.0058 -0.15
C -2.763366 -1.007908 1.154460 -0.1607 0.1207 0.1826 -0.14
C -3.441829 -2.205710 1.261631 0.0167 0.1072 0.0309 -0.25
C -4.524960 -2.278180 2.129614 0.0974 -0.1513 -0.1386 0.05
N -4.938379 -1.255742 2.859218 -0.4333 -0.1868 0.2881 -0.41
C -4.290761 -0.112849 2.758397 0.4704 0.3383 -0.2549 0.06
N 0.678462 1.942642 -1.923257 -0.2097 0.6691 0.0706 -0.16
N 1.111499 0.847796 -2.390490 0.2590 -0.4284 -0.9728 -0.09
N 1.351619 0.000187 -1.369050 -0.4945 1.0120 1.1472 -0.20
C 1.856712 -1.251004 -1.633940 0.7538 -1.6475 -0.7748 0.23
N 2.177373 -2.162244 -0.758958 -0.3414 0.8731 0.1245 -0.10
O 2.642763 -3.209435 -1.445829 0.0482 -0.1465 0.2920 -0.12
N 2.628938 -2.981883 -2.781816 -0.1615 0.5263 -0.9510 -0.17
C 2.145120 -1.775555 -2.956886 0.0623 -0.4768 1.3296 0.30
N 1.913418 -1.162113 -4.121905 -0.0507 0.1545 -0.6812 -0.81
H 3.702171 0.978598 0.205707 0.0521 0.0309 -0.1280 0.20
H 3.903506 -0.581301 1.012690 0.0716 -0.0953 -0.0398 0.21
H 4.524759 0.894270 1.758153 0.1221 0.0306 -0.0134 0.22
H 2.175691 1.740547 1.996645 -0.0282 0.0063 0.1002 0.20
H 2.445661 0.242484 2.894778 -0.0534 0.0604 0.0437 0.21
H 0.302149 0.118707 1.723849 0.0249 -0.0918 -0.0884 0.24
H 1.435402 -1.069042 1.037650 -0.1129 0.1052 0.1506 0.25
H -1.241595 3.505247 1.660886 0.2054 -0.2242 -0.2129 0.38
H -2.933481 2.167421 2.491343 0.0720 0.0215 -0.0400 0.16
H -1.918402 -0.891350 0.493407 0.0853 -0.0154 -0.0845 0.23
H -3.142149 -3.067484 0.685939 0.0127 -0.0773 -0.0414 0.22
H -5.089398 -3.193387 2.247717 0.0161 -0.1192 -0.0574 0.20
H -4.665676 0.694321 3.375649 0.0382 0.1622 0.0284 0.19
H 2.261274 -1.576794 -4.966625 0.0071 0.0379 -0.0272 0.41
H 1.639837 -0.190404 -4.083576 0.0742 -0.1447 -0.1002 0.44
```
Forces are in eV/Å.

Results
Orbital gap ... 8.8 eV
HOMO energy ... -9.08 eV
SMILES ... CCCc1c(C(=O)N/N=C/c2cccnc2)nnn1-c1nonc1N


C14H15O4PTl as an isolated structure. Source: the OMol25 dataset; level of theory: the ωB97M-V functional and the def2-TZVPD basis.

```
35
Properties=species:S:1:pos:R:3:forces:R:3:mulliken_charge:R:1
Tl 0.099373 -0.196176 -1.966364 -0.4703 -0.0316 -0.8533 1.21
O 0.149188 3.754809 -1.857637 -0.1342 -4.2551 -0.1615 -0.04
C 0.116080 2.607358 -1.906208 0.1360 4.3526 0.0145 0.12
C 0.035405 -3.104875 -2.023518 0.3582 -2.2249 0.3482 0.11
O 0.163987 -4.221762 -1.882109 -0.3360 2.3924 -0.3578 -0.01
C 2.931371 -0.217817 -2.279538 1.7279 -0.0360 0.5588 0.12
O 4.033959 -0.231330 -2.038527 -1.8027 0.0235 -0.5358 -0.01
C -2.674878 -0.254313 -2.047623 -4.3157 0.0881 -0.5420 0.12
O -3.819829 -0.234221 -2.139392 4.2855 -0.0937 0.3967 -0.02
C 0.145595 0.438304 -4.786399 -0.0623 1.6369 1.4418 -0.53
H -0.792307 1.022223 -4.756298 0.4569 -0.3927 -0.4452 0.39
H 1.077755 1.029414 -4.741406 -0.4418 -0.4028 -0.4153 0.39
C 0.148138 -0.913418 -4.785497 -0.0579 -1.5937 1.3921 -0.52
H 1.082983 -1.499890 -4.737914 -0.4509 0.3926 -0.4092 0.39
H -0.787820 -1.500243 -4.754319 0.4682 0.3920 -0.4220 0.39
C 1.625201 1.199851 0.846500 -0.0994 0.7979 -0.7547 -1.09
P 0.310043 -0.047321 0.617499 2.7418 -0.8193 2.8353 0.46
C 1.295533 -1.577144 0.811520 -0.2483 -0.3588 -0.8749 -1.18
C -0.664141 0.076506 2.158488 -1.9210 1.0622 -0.4170 1.16
C -0.008754 -0.117561 3.383529 0.7739 -0.3231 -0.0626 -0.41
C -0.647568 0.188788 4.590793 -0.1567 0.1072 -0.6753 -0.85
C -1.950114 0.704029 4.566024 -0.0460 -0.1611 -0.2844 -0.41
C -2.605711 0.939534 3.348621 0.4324 -0.2371 -0.1382 -0.73
C -1.953074 0.632723 2.151396 0.0066 0.1594 -0.0616 -0.25
H 2.456250 1.181027 0.138414 -0.1163 -0.3245 -0.1072 0.32
H 2.046465 1.049511 1.848365 -0.2947 -0.1695 -0.0868 0.45
H 1.215703 2.207595 0.805038 -0.1238 0.1049 0.1922 0.45
H 1.790546 -1.631720 1.787464 -0.1923 0.2584 -0.1192 0.45
H 0.672976 -2.469694 0.697958 0.0089 0.0910 0.1359 0.38
H 2.064431 -1.599430 0.029574 0.0486 -0.0649 0.2297 0.40
H 1.032175 -0.425740 3.368395 -0.1703 -0.2011 0.4145 0.21
H -0.117218 0.039184 5.533551 -0.1376 0.0345 -0.3391 0.43
H -2.465469 0.926655 5.496773 0.1382 -0.0120 -0.1180 0.43
H -3.609439 1.363388 3.331427 0.2967 -0.0960 0.0023 0.43
H -2.396841 0.881765 1.191435 -0.3014 -0.0960 0.2190 0.25
```
Forces are in eV/Å.

Results
Orbital gap (alpha / beta) ... 4.1 / 4.1 eV
Relative energy (zero: lowest compared OMol25 entry of this formula, charge and spin) ... 0.0000 eV
HOMO energy (alpha / beta) ... -18.54 / -18.54 eV
Charge ... +3


A 2-piece molecular cluster, C14H16 overall. Source: the OMol25 dataset; level of theory: the ωB97M-V functional and the def2-TZVPD basis.

```
30
Properties=species:S:1:pos:R:3:forces:R:3:nbo_charge:R:1
C -0.654909 3.283522 -1.069794 -1.2105 0.1896 0.3626 -0.63
C 0.085945 2.640645 0.061426 1.1095 -0.3979 -0.2665 -0.02
C 0.216692 3.179226 1.342284 -0.7359 -0.0028 -0.8375 -0.21
C 0.991313 2.588291 2.323936 -0.3599 -0.0067 -0.0950 -0.21
C 1.739068 1.452136 2.021779 -1.3455 0.0488 -0.1043 -0.22
C 1.574408 0.872636 0.758771 0.9417 0.0270 1.2108 -0.20
C 0.791145 1.467140 -0.207227 0.7332 0.3396 -0.0876 -0.20
H -1.736820 3.093499 -0.973965 0.2160 -0.2210 -0.0976 0.22
H -0.345514 2.921516 -2.044150 0.1452 -0.1084 -0.0322 0.22
H -0.616751 4.364905 -1.070484 0.4097 0.3237 0.0732 0.22
H -0.353623 4.074171 1.530257 -0.0369 0.2395 0.3699 0.20
H 0.865987 3.005264 3.316887 0.6426 -0.0883 0.0755 0.21
H 2.285877 0.955831 2.800783 0.3575 -0.1348 0.0879 0.21
H 2.148961 -0.033577 0.595177 -0.1767 0.0260 -0.4620 0.21
H 0.928303 1.100840 -1.213193 -0.6117 -0.0884 -0.0967 0.21
C -1.032083 -3.701213 1.111377 0.5457 -0.0602 1.2308 -0.63
C -0.618170 -2.732262 0.045963 -0.7894 -0.0415 -0.5226 -0.03
C -1.410289 -1.620196 -0.222282 -1.1453 0.5718 -1.3714 -0.19
C -1.264299 -0.903441 -1.421844 1.3213 -0.0162 0.5879 -0.21
C -0.067091 -1.050637 -2.116072 0.2729 -0.8238 -0.3943 -0.23
C 0.843864 -2.050652 -1.747703 -0.8535 0.6103 -0.0871 -0.21
C 0.435423 -2.986888 -0.819660 0.3842 -0.5843 0.9379 -0.21
H -1.333187 -3.153640 2.009272 -0.3231 0.0569 -0.1670 0.22
H -0.233912 -4.343921 1.505818 0.1610 0.1594 -0.5323 0.22
H -1.834980 -4.374907 0.838059 -0.3025 0.0725 -0.2949 0.22
H -2.330570 -1.361201 0.294048 0.2731 -0.4167 0.5973 0.21
H -1.964624 -0.139948 -1.728095 -0.1726 -0.0506 0.1136 0.21
H 0.165496 -0.547876 -3.049777 -0.1641 0.5308 0.2971 0.21
H 1.837682 -2.027363 -2.154152 0.1074 -0.5419 -0.5774 0.21
H 0.886660 -3.971900 -0.717438 0.6066 0.3876 0.0819 0.21
```
Forces are in eV/Å.

Results
Orbital gap ... 9.7 eV
Relative energy (zero: lowest compared OMol25 entry of this formula, charge and spin) ... 0.9075 eV
HOMO energy ... -8.76 eV
SMILES ... Cc1ccccc1.Cc1ccccc1


no.,calculated total energy (eV)
1,-94375.4557
2,-32263.7572
3,-36899.1571
4,-14776.8579